(1)
C4H7IO | ωB97M-V/def2-TZVPD

Calculated values
- ΔE to the lowest compared entry with this formula, charge and spin (kJ/mol) = 443.6
- Kohn-Sham gap (alpha / beta) (hartree) = 0.246 / 0.280
- total energy (eV) = -14404.635

XYZ file:
```
13
Properties=species:S:1:pos:R:3:nbo_charge:R:1
C -1.68 -1.30 -2.09 0.5277
C -1.87 -0.89 -3.50 -0.7769
C 1.08 2.82 -2.13 -0.6942
C 0.87 1.90 -0.92 -0.4548
O -1.66 -2.23 -1.38 -0.4790
I -0.88 0.77 -0.93 0.2875
H -2.60 -0.01 -3.64 0.2745
H -0.89 -0.58 -3.96 0.2738
H -2.25 -1.90 -4.07 0.2279
H 1.53 3.60 -1.66 0.2237
H 0.01 2.91 -2.44 0.2121
H 1.80 2.60 -2.97 0.2026
H 1.74 1.27 -0.64 0.1750
```

***

(2)
C40H39F6N5OP2PdTe | ωB97M-V/def2-TZVPD

Calculated values
- ΔE to the lowest compared entry with this formula, charge and spin (kJ/mol) = 0.0
- Kohn-Sham gap (hartree) = 0.246
- total energy (eV) = -97265.857

XYZ file:
```
95
Properties=species:S:1:pos:R:3:lowdin_charge:R:1
Pd 0.83 -0.32 0.89 0.5900
Te 1.27 -0.38 -2.43 1.4566
C 0.27 0.46 -4.11 -0.5335
C 0.62 1.74 -4.53 -0.1483
C -0.02 2.29 -5.64 -0.1532
N -0.96 1.65 -6.34 0.0584
C -1.26 0.41 -5.95 -0.1489
C -0.67 -0.22 -4.86 -0.1188
C -0.15 -0.06 -0.85 -1.0422
P -1.00 -1.56 -0.32 0.9796
C -1.69 -2.31 -1.83 -0.4212
C -2.65 -1.61 -2.57 -0.1218
C -3.25 -2.21 -3.66 -0.0878
C -2.89 -3.49 -4.05 -0.0807
C -1.92 -4.18 -3.33 -0.0728
C -1.33 -3.60 -2.21 -0.0872
C -2.55 -1.32 0.67 -0.3478
C -2.52 -0.65 1.89 -0.1672
C -3.64 -0.56 2.70 -0.0853
C -4.82 -1.18 2.32 -0.0836
C -4.86 -1.90 1.14 -0.0717
C -3.73 -1.97 0.32 -0.0797
P -0.65 1.48 -0.08 0.9899
C 0.56 2.76 -0.59 -0.3793
C 1.93 2.51 -0.52 -0.1395
C 2.84 3.51 -0.81 -0.0728
C 2.40 4.78 -1.15 -0.0847
C 1.03 5.05 -1.19 -0.0822
C 0.12 4.04 -0.92 -0.0979
C -2.17 1.88 -1.01 -0.3652
C -3.41 1.79 -0.38 -0.0943
C -4.59 1.94 -1.11 -0.0746
C -4.52 2.20 -2.47 -0.0789
C -3.29 2.31 -3.10 -0.0646
C -2.12 2.16 -2.38 -0.0956
H 1.35 2.33 -3.99 0.0939
H 0.23 3.29 -5.97 0.1049
H -2.01 -0.10 -6.54 0.1047
H -0.95 -1.24 -4.63 0.0787
H -2.93 -0.61 -2.28 0.1047
H -3.99 -1.66 -4.23 0.1102
H -3.35 -3.95 -4.91 0.1045
H -1.63 -5.18 -3.63 0.1053
H -0.58 -4.14 -1.65 0.1080
H -1.60 -0.17 2.21 0.0254
H -3.58 -0.01 3.63 0.1051
H -5.70 -1.13 2.95 0.1038
H -5.76 -2.41 0.84 0.1060
H -3.80 -2.54 -0.60 0.0957
H 2.30 1.53 -0.25 0.0453
H 3.90 3.29 -0.78 0.1077
H 3.11 5.57 -1.37 0.1032
H 0.68 6.04 -1.45 0.1036
H -0.94 4.26 -0.97 0.1024
H -3.47 1.59 0.68 0.0921
H -5.54 1.86 -0.61 0.1054
H -5.44 2.31 -3.04 0.1046
H -3.24 2.51 -4.17 0.1067
H -1.17 2.25 -2.87 0.0831
C 0.55 -1.60 3.66 -0.1613
N 1.21 -0.39 3.09 -0.1726
C 2.63 -0.43 3.51 -0.1771
N 2.78 -0.48 4.96 -0.0775
C 2.08 -1.67 5.46 -0.1583
N 0.66 -1.65 5.10 -0.0818
C 0.06 -0.44 5.67 -0.1626
N 0.72 0.78 5.18 -0.0834
C 0.60 0.82 3.73 -0.1797
C 2.14 0.71 5.53 -0.1666
H 1.02 -2.47 3.21 0.1329
H -0.51 -1.58 3.37 0.1028
H 3.13 0.46 3.12 0.1217
H 3.08 -1.32 3.07 0.1003
H 2.18 -1.71 6.54 0.1266
H 2.55 -2.56 5.03 0.1311
H 0.14 -0.48 6.75 0.1263
H -1.00 -0.41 5.39 0.1241
H 1.12 1.70 3.35 0.1276
H -0.44 0.87 3.45 0.1000
H 2.23 0.67 6.62 0.1264
H 2.64 1.60 5.16 0.1282
C 4.79 -0.27 0.96 0.0140
C 4.04 -1.31 0.10 -0.4904
O 2.69 -1.19 0.08 -0.3137
C 4.64 -1.17 -1.33 -0.5864
F 4.48 0.09 -1.77 0.0950
F 5.96 -1.44 -1.39 0.1403
F 4.05 -1.97 -2.23 0.1019
C 4.38 -2.72 0.65 -0.5526
F 3.81 -2.88 1.87 0.1122
F 3.91 -3.71 -0.12 0.1625
F 5.69 -2.94 0.83 0.1457
H 4.33 0.70 0.78 0.0832
H 5.85 -0.22 0.70 0.0954
H 4.72 -0.51 2.01 0.0671
```

***

(3)
C5H8ClNO4S2 | ωB97M-V/def2-TZVPD

Calculated values
- ΔE to the lowest compared entry with this formula, charge and spin (kJ/mol) = 0.0
- Kohn-Sham gap (hartree) = 0.415
- total energy (eV) = -49183.012

XYZ file:
```
21
Properties=species:S:1:pos:R:3:nbo_charge:R:1
C -2.51 2.59 0.80 -0.1736
C -1.42 2.10 0.72 -0.0379
C 2.72 -0.78 0.69 -0.8157
C -0.07 1.54 0.80 -0.2673
C -1.56 -1.12 -1.63 -0.7062
N -0.08 0.01 0.28 -0.9548
O 0.73 -0.99 2.45 -0.9266
O 0.45 -2.34 0.33 -0.9277
O -0.35 1.15 -1.90 -0.9304
O 1.04 -0.83 -1.89 -0.9287
S 0.88 -1.12 1.02 2.2502
S -0.10 -0.12 -1.39 2.3340
Cl -3.02 -0.41 -1.06 0.0296
H -3.54 2.90 0.92 0.2485
H 2.90 -1.85 0.78 0.2490
H 2.58 -0.67 -0.41 0.2653
H 3.31 -0.14 1.24 0.2454
H 0.36 1.33 1.89 0.2690
H 0.64 2.04 0.22 0.2334
H -1.67 -1.28 -2.78 0.2673
H -1.30 -2.02 -1.07 0.2771
```

***

(4)
C2H5NO | ωB97M-V/def2-TZVPD

Calculated values
- ΔE to the lowest compared entry with this formula, charge and spin (kJ/mol) = 168.7
- Kohn-Sham gap (hartree) = 0.403
- structure (SMILES) = [H]/N=C(/C)O
- total energy (eV) = -5691.481

XYZ file:
```
9
Properties=species:S:1:pos:R:3:nbo_charge:R:1
C 0.69 -1.01 -0.18 -0.6992
C -0.19 0.18 -0.18 0.5519
O -0.09 1.07 1.00 -0.7811
N -0.98 0.67 -1.01 -0.6363
H -0.91 1.46 1.34 0.4807
H -1.24 1.56 -0.43 0.3403
H 1.21 -1.07 -1.13 0.2478
H 0.08 -1.91 -0.03 0.2482
H 1.43 -0.95 0.62 0.2477
```

***

(5)
C36H88O6 | ωB97M-V/def2-TZVPD

Calculated values
- Kohn-Sham gap (hartree) = 0.385
- structure (SMILES) = CCCCCC.CCCCCC.CCCCCC.CCCCCC.CCCCCC.OCCO.OCCO.OCCO
- total energy (eV) = -51042.394

XYZ file:
```
130
Properties=species:S:1:pos:R:3:lowdin_charge:R:1
C -2.23 10.93 -9.85 -0.1015
C -1.35 11.55 -8.79 -0.2601
C 0.13 11.64 -9.16 -0.2267
C 0.85 10.32 -9.48 -0.2240
C 2.21 10.17 -8.79 -0.2716
C 3.14 9.20 -9.52 -0.1278
H -1.78 9.96 -10.11 0.0555
H -2.39 11.44 -10.79 0.0731
H -3.21 10.64 -9.44 0.0494
H -1.58 12.62 -8.65 0.1067
H -1.46 11.02 -7.85 0.0856
H 0.70 12.22 -8.43 0.1027
H 0.27 12.30 -10.04 0.1121
H 0.22 9.46 -9.19 0.0990
H 0.98 10.22 -10.56 0.1091
H 2.74 11.12 -8.74 0.1031
H 2.04 9.77 -7.79 0.1053
H 2.66 8.27 -9.80 0.0694
H 3.50 9.67 -10.44 0.0708
H 4.02 8.98 -8.91 0.0657
C 0.09 11.10 -2.94 -0.1179
C 0.74 12.41 -2.51 -0.2791
C 0.11 13.63 -3.16 -0.2172
C -1.24 13.99 -2.50 -0.2128
C -2.26 14.53 -3.51 -0.2745
C -3.40 15.30 -2.87 -0.1052
H 0.52 10.22 -2.47 0.0719
H 0.33 10.97 -4.01 0.0732
H -0.99 11.10 -2.85 0.0484
H 0.77 12.47 -1.42 0.1079
H 1.80 12.35 -2.79 0.1025
H -0.06 13.43 -4.22 0.1078
H 0.82 14.45 -3.03 0.1084
H -1.67 13.07 -2.11 0.0935
H -1.07 14.70 -1.69 0.1131
H -1.75 15.19 -4.21 0.1092
H -2.61 13.70 -4.13 0.0762
H -4.05 14.54 -2.41 0.0577
H -3.17 16.06 -2.12 0.0725
H -4.01 15.75 -3.65 0.0678
C -4.56 11.12 3.60 -0.1198
C -4.43 12.56 3.20 -0.2924
C -5.51 13.10 2.28 -0.2249
C -5.66 12.40 0.92 -0.2281
C -4.38 12.33 0.11 -0.2711
C -4.47 11.35 -1.05 -0.1141
H -5.54 10.89 4.03 0.0774
H -3.83 10.83 4.35 0.0709
H -4.40 10.42 2.77 0.0698
H -4.39 13.20 4.09 0.1062
H -3.44 12.81 2.80 0.1003
H -5.27 14.16 2.07 0.1091
H -6.49 13.19 2.77 0.1077
H -5.99 11.37 1.07 0.1042
H -6.44 12.92 0.34 0.1134
H -4.10 13.32 -0.26 0.0995
H -3.56 12.01 0.77 0.0968
H -3.46 11.11 -1.40 0.0572
H -5.12 10.48 -0.95 0.0729
H -4.90 11.84 -1.94 0.0609
C -7.95 17.31 -10.92 -0.1216
C -6.85 16.26 -10.92 -0.2875
C -7.28 14.92 -11.51 -0.2380
C -6.27 13.83 -11.20 -0.2354
C -6.57 12.54 -11.96 -0.2723
C -5.55 11.43 -11.75 -0.1098
H -8.28 17.60 -11.92 0.0702
H -7.62 18.20 -10.39 0.0670
H -8.83 16.96 -10.36 0.0700
H -6.00 16.63 -11.51 0.1087
H -6.47 16.16 -9.90 0.1013
H -7.50 15.09 -12.57 0.1173
H -8.22 14.63 -11.03 0.1144
H -5.26 14.18 -11.42 0.1207
H -6.32 13.63 -10.13 0.0905
H -7.58 12.23 -11.64 0.1056
H -6.63 12.76 -13.03 0.1076
H -5.27 11.31 -10.70 0.0565
H -5.84 10.48 -12.19 0.0679
H -4.59 11.77 -12.17 0.0685
C -2.55 9.57 -5.26 -0.0941
C -3.30 10.88 -5.04 -0.2566
C -4.38 11.11 -6.11 -0.2177
C -4.96 12.54 -6.14 -0.2293
C -5.87 12.82 -7.32 -0.2558
C -6.74 14.05 -7.02 -0.1135
H -1.95 9.34 -4.37 0.0606
H -1.77 9.70 -6.02 0.0597
H -3.20 8.74 -5.52 0.0523
H -3.86 10.90 -4.10 0.0961
H -2.57 11.69 -5.05 0.0879
H -5.22 10.44 -5.90 0.1099
H -3.96 10.84 -7.08 0.0981
H -5.57 12.60 -5.22 0.1133
H -4.18 13.29 -6.00 0.1086
H -5.27 12.95 -8.22 0.0953
H -6.61 12.01 -7.36 0.1026
H -6.16 14.97 -6.91 0.0714
H -7.45 14.31 -7.81 0.0568
H -7.24 13.89 -6.07 0.0708
C -4.07 7.20 -8.98 -0.2314
C -2.61 6.82 -9.06 -0.2301
O -2.44 5.82 -10.07 -0.0643
O -4.41 8.07 -10.07 -0.0688
H -4.21 7.70 -8.02 0.0971
H -4.66 6.30 -9.14 0.1291
H -2.18 6.53 -8.10 0.1189
H -2.03 7.69 -9.40 0.1026
H -1.66 6.04 -10.58 0.0807
H -4.88 7.57 -10.74 0.0859
C -5.91 6.87 -5.90 -0.2501
C -6.86 7.17 -7.06 -0.2231
O -7.43 5.98 -7.61 -0.0758
O -5.25 5.63 -5.98 -0.0520
H -6.48 6.92 -4.96 0.1184
H -5.16 7.65 -5.81 0.0905
H -6.43 7.67 -7.92 0.0966
H -7.70 7.76 -6.68 0.1117
H -7.85 5.45 -6.92 0.0797
H -5.90 4.92 -6.00 0.0787
C -10.66 10.38 -7.52 -0.2526
C -9.97 9.79 -8.73 -0.2469
O -10.06 10.63 -9.87 -0.0619
O -9.87 11.42 -6.96 -0.0712
H -10.73 9.62 -6.73 0.1167
H -11.67 10.72 -7.75 0.1183
H -10.15 8.73 -8.93 0.1225
H -8.91 9.86 -8.44 0.1132
H -10.72 10.27 -10.48 0.0834
H -9.38 11.83 -7.68 0.0715
```